Molecular formula: C41H57BN13S5Sc
Method: DFT, ωB97M-V with the def2-TZVPD basis set

Structure (XYZ):
```
118
Properties=species:S:1:pos:R:3:lowdin_charge:R:1
Sc 0.83295 -0.56820 0.28662 0.534
C 0.63565 -3.11917 -1.42747 -0.194
N -0.41382 -2.49707 -0.60487 -0.106
C -0.95139 -3.37517 0.42589 -0.138
C 0.00453 -3.39149 1.56962 -0.342
N 0.61349 -2.32276 2.00852 0.041
C 1.44446 -2.76128 3.03811 -0.246
C 2.33354 -2.07196 3.85837 -0.022
C 3.02983 -2.79512 4.80744 -0.080
C 2.85510 -4.17515 4.95792 -0.093
C 1.97631 -4.87587 4.15512 -0.022
C 1.28694 -4.14714 3.19688 -0.186
N 0.35791 -4.51334 2.24402 0.189
C 1.82325 -2.15320 -1.57029 -0.871
N 1.36810 -0.78154 -1.72698 -0.132
C 2.11953 -0.26251 -2.77395 -0.283
C 2.19935 1.03181 -3.27596 -0.064
C 3.02123 1.28494 -4.37584 -0.116
C 3.76065 0.28070 -4.97331 -0.124
C 3.70271 -1.02368 -4.47329 -0.038
C 2.89315 -1.27216 -3.38890 -0.239
N 2.59952 -2.48743 -2.75581 0.065
H 0.25993 -3.36956 -2.42509 0.110
H 1.00029 -4.03581 -0.96079 0.109
H -1.17642 -2.19030 -1.21065 -0.015
H -1.12737 -4.39551 0.06416 0.132
H -1.90128 -2.95753 0.76446 0.096
H 2.46614 -1.00673 3.74718 0.030
H 3.73064 -2.28285 5.45405 0.102
H 3.41440 -4.70038 5.72093 0.100
H 1.84079 -5.94429 4.26652 0.107
H 0.05879 -5.44690 2.02886 0.164
H 1.64153 1.83292 -2.81552 0.016
H 3.07770 2.29294 -4.77027 0.092
H 4.39302 0.50141 -5.82407 0.089
H 4.28147 -1.82178 -4.92335 0.103
H 3.36080 -3.12568 -2.58987 0.119
C 4.83702 3.92621 0.82122 -0.058
C 4.00079 2.75178 1.33092 -0.534
C 4.05707 1.63934 0.28279 -0.029
C 4.58600 2.30855 2.67570 -0.035
N 2.59523 3.21587 1.50727 0.016
C 2.17086 4.48978 1.17669 -0.047
C 0.85736 4.56226 1.44411 -0.066
N 0.44780 3.34212 1.92646 0.017
B -1.06648 3.10677 2.12613 -0.589
N -1.47708 1.90088 3.00859 0.023
C -1.69840 2.11314 4.34948 -0.053
C -2.30801 1.03152 4.85223 -0.049
N -2.50199 0.13101 3.81434 0.018
C -1.92831 0.66480 2.68268 -0.631
S -1.80513 -0.01466 1.12081 0.690
C -3.04709 -1.22582 4.12241 -0.529
C -3.89598 -1.82472 3.00016 -0.051
C -3.96719 -1.11275 5.34167 -0.055
C -1.84985 -2.12733 4.43551 -0.009
N -1.79522 3.04245 0.75898 0.021
C -3.10514 3.45456 0.65896 -0.053
C -3.45070 3.45488 -0.63864 -0.043
N -2.35246 3.03148 -1.36744 0.017
C -1.33456 2.76561 -0.48454 -0.653
S 0.20582 2.16061 -0.86517 0.744
C -2.29494 3.05337 -2.85671 -0.535
C -1.25656 4.08812 -3.30827 -0.033
C -1.97944 1.65747 -3.40391 -0.055
C -3.65989 3.48258 -3.38920 -0.059
C 1.50836 2.51397 1.94676 -0.684
S 1.44506 0.90219 2.52064 0.701
H 5.87380 3.60020 0.76804 0.090
H 4.78507 4.77974 1.49946 0.086
H 4.52738 4.23143 -0.17963 0.092
H 5.09098 1.45162 -0.00869 0.097
H 3.50131 1.92681 -0.61342 0.085
H 3.66010 0.70355 0.66331 0.021
H 5.64171 2.06759 2.54631 0.090
H 4.07446 1.43241 3.05919 0.042
H 4.49557 3.11389 3.40812 0.092
H 2.82776 5.23647 0.77550 0.111
H 0.16767 5.37664 1.30530 0.129
H -1.47921 4.08379 2.69821 0.124
H -1.39870 3.02525 4.83341 0.125
H -2.62587 0.83884 5.85787 0.109
H -4.83156 -1.27377 2.88282 0.093
H -4.13229 -2.85851 3.25683 0.089
H -3.38019 -1.80360 2.05123 0.004
H -4.70031 -0.31730 5.20029 0.096
H -3.42024 -0.93344 6.26713 0.074
H -4.50229 -2.05469 5.45533 0.091
H -1.14698 -2.08738 3.60636 0.060
H -2.16673 -3.16075 4.58640 0.093
H -1.33365 -1.78403 5.33445 0.094
H -3.68286 3.70983 1.53014 0.125
H -4.39462 3.68777 -1.09234 0.108
H -0.28056 3.85869 -2.88906 0.042
H -1.55488 5.08842 -2.98544 0.089
H -1.18242 4.07926 -4.39663 0.090
H -0.95418 1.37670 -3.18423 0.030
H -2.12084 1.64783 -4.48664 0.093
H -2.64735 0.92061 -2.95173 0.040
H -3.92613 4.48241 -3.04274 0.084
H -4.44168 2.77646 -3.10383 0.092
H -3.60610 3.51104 -4.47627 0.090
S 2.83330 -2.20662 -0.00260 0.576
C -0.40678 -1.20764 -3.97235 -0.051
N -1.37952 -2.22325 -4.30808 -0.139
C -1.32378 -2.90113 -5.59577 -0.113
C -2.51847 -3.85617 -5.52535 -0.142
N -3.32238 -3.22722 -4.48816 0.007
C -2.58448 -2.38014 -3.72347 -0.812
S -3.11839 -1.69570 -2.30429 0.678
H 0.59302 -1.64148 -3.90896 0.079
H -0.65443 -0.77343 -3.00753 0.049
H -0.39919 -0.41707 -4.72900 0.107
H -0.37329 -3.42029 -5.71614 0.127
H -1.43068 -2.17704 -6.41132 0.127
H -2.20392 -4.86370 -5.23605 0.116
H -3.06021 -3.91995 -6.46744 0.113
H -4.13730 -3.66213 -4.09760 0.123
```

Frontier orbital gap: 6.3 eV
LUMO: 0.31 eV
Total charge: 0